Model i:
# C3HN2OS

The ion C3HN2OS with charge +1 (the ωB97M-V functional and the def2-TZVPD basis, OMol25).

```
8
C3HN2OS the ωB97M-V functional and the def2-TZVPD basis
C 0.062 -0.131 -0.555
C -1.112 0.071 1.331
C 1.503 -0.123 -0.919
N 0.510 0.454 -1.711
N -0.048 0.381 0.709
O -2.062 -0.285 1.822
S 0.403 -1.350 -1.874
H 0.743 0.983 1.196
```

For the HOMO energy, the calculation gives -14.8791 eV. The gap between HOMO and LUMO comes out at 9.03 eV. The LUMO energy comes out at -5.85 eV. As for the charge: +1. The spin multiplicity is 1.

And the Mulliken charges, in e, turn out to be: atom 1 (C): 0.569, atom 2 (C): 0.731, atom 3 (C): -0.521, atom 4 (N): -0.175, atom 5 (N): -0.140, atom 6 (O): -0.078, atom 7 (S): 0.197, atom 8 (H): 0.418

***

Model ii:
# C3HN2OS

The ion C3HN2OS with charge +1 (the ωB97M-V functional and the def2-TZVPD basis, OMol25).

```
8
C3HN2OS the ωB97M-V functional and the def2-TZVPD basis
O 2.178 0.107 0.312
C 1.029 0.229 0.222
N 0.073 -0.916 -0.331
C -1.171 -0.802 -0.204
S -1.670 0.517 0.866
N -0.995 1.305 -0.421
C 0.023 1.256 0.357
H 0.533 -1.696 -0.801
```

For the HOMO energy (spin up / spin down), the calculation gives -14.7151 / -14.7170 eV. The gap between HOMO and LUMO (spin up / spin down) comes out at 6.64 / 6.65 eV. The LUMO energy (spin up / spin down) comes out at -8.07 / -8.07 eV. As for the charge: +1. The spin multiplicity is 1.

And the Mulliken charges, in e, turn out to be: atom 1 (O): -0.239, atom 2 (C): 0.294, atom 3 (N): -0.002, atom 4 (C): 0.078, atom 5 (S): 0.335, atom 6 (N): -0.169, atom 7 (C): 0.402, atom 8 (H): 0.300

***

Last place for stability: model i

***

Model i:
# C5H10NOS

The ion C5H10NOS with charge +1 (the ωB97M-V functional and the def2-TZVPD basis, OMol25).

```
18
C5H10NOS the ωB97M-V functional and the def2-TZVPD basis
C -1.618 1.261 -1.156
N -0.871 0.401 -0.377
C -0.847 -0.898 -0.273
C -0.113 -1.604 0.759
S 1.724 -0.917 0.620
O 2.722 -1.747 0.040
C 1.585 0.725 0.113
C 0.179 1.145 0.448
H -1.629 2.169 -0.488
H -2.572 0.779 -1.455
H -1.252 1.402 -2.212
H -1.366 -1.443 -1.088
H -0.189 -1.622 1.828
H -0.002 -2.731 0.558
H 2.239 -0.956 1.959
H 1.939 0.787 -0.932
H -0.123 1.062 1.532
H 0.193 2.189 0.124
```

For the HOMO energy, the calculation gives -12.8111 eV. The gap between HOMO and LUMO comes out at 7.43 eV. The LUMO energy comes out at -5.38 eV. As for the charge: +1. The spin multiplicity is 1.

And the Mulliken charges, in e, turn out to be: atom 1 (C): -0.872, atom 2 (N): 0.145, atom 3 (C): 0.128, atom 4 (C): -0.948, atom 5 (S): 0.642, atom 6 (O): -0.547, atom 7 (C): -0.756, atom 8 (C): -0.655, atom 9 (H): 0.396, atom 10 (H): 0.391, atom 11 (H): 0.309, atom 12 (H): 0.415, atom 13 (H): 0.476, atom 14 (H): 0.392, atom 15 (H): 0.230, atom 16 (H): 0.364, atom 17 (H): 0.357, atom 18 (H): 0.531

***

Model ii:
# C5H10NOS

The ion C5H10NOS with charge +1 (the ωB97M-V functional and the def2-TZVPD basis, OMol25).

```
18
C5H10NOS the ωB97M-V functional and the def2-TZVPD basis
C -0.784 1.555 0.168
C 1.662 -1.373 -0.005
C 0.459 2.395 -0.061
C 0.936 -0.112 0.101
C -1.309 -0.903 -0.121
N -0.350 0.108 0.194
O 3.031 -1.155 0.103
S 1.933 1.238 -0.060
H -1.222 1.671 1.070
H -1.555 1.748 -0.754
H 1.197 -2.153 0.796
H 1.615 -1.882 -1.069
H 0.535 2.922 -0.916
H 0.474 3.162 0.711
H -1.044 -1.723 -0.786
H -1.696 -1.418 0.851
H -2.280 -0.551 -0.403
H 3.552 -1.768 -0.504
```

For the HOMO energy, the calculation gives -13.8669 eV. The gap between HOMO and LUMO comes out at 9.65 eV. The LUMO energy comes out at -4.21 eV. As for the charge: +1. The spin multiplicity is 1.

And the Mulliken charges, in e, turn out to be: atom 1 (C): -0.627, atom 2 (C): -0.344, atom 3 (C): -0.560, atom 4 (C): 0.490, atom 5 (C): -1.028, atom 6 (N): 0.016, atom 7 (O): -0.535, atom 8 (S): -0.017, atom 9 (H): 0.417, atom 10 (H): 0.326, atom 11 (H): 0.253, atom 12 (H): 0.328, atom 13 (H): 0.430, atom 14 (H): 0.369, atom 15 (H): 0.388, atom 16 (H): 0.346, atom 17 (H): 0.375, atom 18 (H): 0.373

***

Last place for stability: model i

***

Model i:
# C26H42N2O

The molecule C26H42N2O (the ωB97M-V functional and the def2-TZVPD basis, OMol25).

```
71
C26H42N2O the ωB97M-V functional and the def2-TZVPD basis
C -4.566 -0.628 -2.121
C -4.884 0.519 -1.170
C -5.013 0.075 0.288
C -3.751 -0.549 0.886
C -2.507 0.338 0.840
C -2.664 1.648 1.609
C -1.353 2.427 1.722
C -0.899 3.030 0.394
C 0.369 3.877 0.533
C 1.651 3.050 0.656
C 2.131 2.500 -0.686
C 3.334 1.573 -0.525
C 3.827 1.034 -1.865
C 4.991 0.051 -1.733
C 4.568 -1.325 -1.209
C 4.353 -1.318 0.296
O 5.142 -0.821 1.073
N 3.228 -1.951 0.701
C 2.798 -1.985 2.078
C 1.415 -1.334 2.250
C 0.360 -2.105 1.526
C -0.417 -3.105 2.033
N -1.237 -3.609 1.059
C -1.007 -2.938 -0.106
C -1.585 -3.079 -1.361
C -1.151 -2.238 -2.363
C -0.168 -1.272 -2.125
C 0.411 -1.130 -0.885
C 0.000 -1.975 0.147
H -3.579 -1.037 -1.921
H -4.586 -0.280 -3.151
H -5.300 -1.425 -2.015
H -5.830 0.977 -1.470
H -4.111 1.285 -1.255
H -5.307 0.936 0.891
H -5.821 -0.659 0.358
H -3.526 -1.479 0.359
H -3.961 -0.807 1.928
H -2.247 0.541 -0.199
H -1.678 -0.222 1.277
H -3.410 2.280 1.124
H -3.025 1.420 2.615
H -0.580 1.763 2.114
H -1.487 3.238 2.443
H -1.703 3.662 0.009
H -0.729 2.235 -0.332
H 0.462 4.532 -0.337
H 0.266 4.515 1.413
H 1.487 2.223 1.350
H 2.442 3.674 1.078
H 2.399 3.333 -1.340
H 1.318 1.955 -1.171
H 4.147 2.111 -0.034
H 3.062 0.744 0.129
H 3.002 0.546 -2.392
H 4.151 1.878 -2.481
H 5.453 -0.078 -2.715
H 5.742 0.460 -1.055
H 5.373 -2.037 -1.404
H 3.672 -1.671 -1.728
H 2.583 -2.322 0.021
H 2.758 -3.023 2.429
H 3.552 -1.442 2.653
H 1.456 -0.312 1.868
H 1.180 -1.297 3.315
H -0.450 -3.496 3.032
H -1.915 -4.340 1.189
H -2.351 -3.819 -1.542
H -1.579 -2.320 -3.351
H 0.135 -0.626 -2.936
H 1.162 -0.376 -0.708
```

For the HOMO energy, the calculation gives -8.1402 eV. The gap between HOMO and LUMO comes out at 8.75 eV. The LUMO energy comes out at 0.61 eV. The spin multiplicity is 1.

And the Mulliken charges, in e, turn out to be: atom 1 (C): -0.906, atom 2 (C): -0.326, atom 3 (C): -0.991, atom 4 (C): -1.064, atom 5 (C): 1.086, atom 6 (C): -0.918, atom 7 (C): -0.547, atom 8 (C): -0.095, atom 9 (C): -1.130, atom 10 (C): -0.352, atom 11 (C): -0.696, atom 12 (C): 0.269, atom 13 (C): -0.372, atom 14 (C): -0.956, atom 15 (C): -0.184, atom 16 (C): 0.327, atom 17 (O): -0.686, atom 18 (N): -0.118, atom 19 (C): -1.119, atom 20 (C): 0.176, atom 21 (C): 0.461, atom 22 (C): -1.112, atom 23 (N): 0.029, atom 24 (C): -1.553, atom 25 (C): -0.686, atom 26 (C): -0.875, atom 27 (C): -0.833, atom 28 (C): 0.774, atom 29 (C): 0.770, atom 30 (H): -0.005, atom 31 (H): 0.422, atom 32 (H): 0.302, atom 33 (H): 0.394, atom 34 (H): 0.178, atom 35 (H): 0.313, atom 36 (H): 0.488, atom 37 (H): 0.188, atom 38 (H): 0.431, atom 39 (H): 0.110, atom 40 (H): -0.424, atom 41 (H): 0.323, atom 42 (H): 0.286, atom 43 (H): 0.193, atom 44 (H): 0.357, atom 45 (H): 0.368, atom 46 (H): -0.032, atom 47 (H): 0.388, atom 48 (H): 0.403, atom 49 (H): 0.025, atom 50 (H): 0.461, atom 51 (H): 0.451, atom 52 (H): 0.124, atom 53 (H): 0.685, atom 54 (H): -0.763, atom 55 (H): 0.058, atom 56 (H): 0.385, atom 57 (H): 0.393, atom 58 (H): 0.357, atom 59 (H): 0.375, atom 60 (H): 0.185, atom 61 (H): 0.256, atom 62 (H): 0.407, atom 63 (H): 0.495, atom 64 (H): -0.658, atom 65 (H): 0.605, atom 66 (H): 0.516, atom 67 (H): 0.205, atom 68 (H): 0.411, atom 69 (H): 0.437, atom 70 (H): 0.447, atom 71 (H): 1.084

***

Model ii:
# C26H42N2O

The molecule C26H42N2O (the ωB97M-V functional and the def2-TZVPD basis, OMol25).

```
71
C26H42N2O the ωB97M-V functional and the def2-TZVPD basis
C -6.503 -3.074 -2.265
C -6.174 -1.764 -1.558
C -5.107 -1.960 -0.483
C -4.810 -0.696 0.325
C -4.080 0.377 -0.481
C -3.818 1.657 0.315
C -2.927 1.488 1.547
C -1.544 0.932 1.218
C -0.603 0.998 2.419
C 0.829 0.587 2.077
C 0.983 -0.900 1.770
C 2.432 -1.255 1.441
C 2.643 -2.763 1.333
C 4.109 -3.170 1.154
C 4.584 -3.203 -0.300
C 4.580 -1.903 -1.087
O 4.184 -1.858 -2.237
N 5.117 -0.838 -0.459
C 5.309 0.456 -1.073
C 4.403 1.550 -0.496
C 3.009 1.558 -1.043
C 2.414 0.675 -1.895
N 1.132 1.075 -2.166
C 0.874 2.235 -1.499
C -0.271 3.022 -1.459
C -0.242 4.150 -0.668
C 0.896 4.493 0.066
C 2.036 3.722 0.024
C 2.038 2.573 -0.767
H -6.877 -3.809 -1.555
H -5.614 -3.482 -2.742
H -7.261 -2.918 -3.029
H -7.080 -1.365 -1.096
H -5.830 -1.038 -2.296
H -5.447 -2.740 0.202
H -4.185 -2.313 -0.951
H -4.195 -0.976 1.182
H -5.746 -0.284 0.709
H -4.682 0.643 -1.352
H -3.135 -0.028 -0.847
H -3.348 2.386 -0.350
H -4.777 2.074 0.634
H -3.418 0.842 2.278
H -2.808 2.470 2.012
H -1.111 1.515 0.403
H -1.637 -0.102 0.887
H -0.587 2.025 2.790
H -0.986 0.361 3.221
H 1.474 0.835 2.925
H 1.171 1.172 1.221
H 0.351 -1.175 0.925
H 0.653 -1.481 2.636
H 2.707 -0.769 0.505
H 3.078 -0.862 2.232
H 2.265 -3.226 2.249
H 2.054 -3.156 0.502
H 4.743 -2.515 1.757
H 4.240 -4.181 1.548
H 3.970 -3.908 -0.864
H 5.613 -3.574 -0.326
H 5.386 -0.927 0.508
H 6.356 0.747 -0.930
H 5.122 0.335 -2.141
H 4.859 2.520 -0.714
H 4.368 1.450 0.595
H 2.802 -0.222 -2.336
H 0.495 0.592 -2.775
H -1.149 2.756 -2.030
H -1.116 4.783 -0.611
H 0.876 5.385 0.675
H 2.911 3.996 0.595
```

For the HOMO energy, the calculation gives -7.8236 eV. The gap between HOMO and LUMO comes out at 8.65 eV. The LUMO energy comes out at 0.83 eV. The spin multiplicity is 1.

And the Mulliken charges, in e, turn out to be: atom 1 (C): -1.359, atom 2 (C): -0.183, atom 3 (C): -0.839, atom 4 (C): -0.406, atom 5 (C): -0.442, atom 6 (C): -1.002, atom 7 (C): -1.086, atom 8 (C): 0.732, atom 9 (C): -1.307, atom 10 (C): 0.135, atom 11 (C): -0.912, atom 12 (C): 0.494, atom 13 (C): -0.671, atom 14 (C): -0.903, atom 15 (C): -0.791, atom 16 (C): 0.527, atom 17 (O): -0.711, atom 18 (N): 0.049, atom 19 (C): -1.404, atom 20 (C): -0.047, atom 21 (C): 0.652, atom 22 (C): -0.836, atom 23 (N): 0.065, atom 24 (C): -0.079, atom 25 (C): -1.008, atom 26 (C): -0.334, atom 27 (C): -0.954, atom 28 (C): -0.172, atom 29 (C): -0.036, atom 30 (H): 0.334, atom 31 (H): 0.338, atom 32 (H): 0.380, atom 33 (H): 0.275, atom 34 (H): 0.252, atom 35 (H): 0.372, atom 36 (H): 0.305, atom 37 (H): 0.274, atom 38 (H): 0.280, atom 39 (H): 0.421, atom 40 (H): 0.160, atom 41 (H): 0.300, atom 42 (H): 0.474, atom 43 (H): 0.360, atom 44 (H): 0.477, atom 45 (H): -0.287, atom 46 (H): 0.263, atom 47 (H): 0.411, atom 48 (H): 0.344, atom 49 (H): 0.517, atom 50 (H): -0.476, atom 51 (H): 0.316, atom 52 (H): 0.314, atom 53 (H): -0.665, atom 54 (H): 0.363, atom 55 (H): 0.472, atom 56 (H): 0.333, atom 57 (H): 0.392, atom 58 (H): 0.354, atom 59 (H): 0.318, atom 60 (H): 0.354, atom 61 (H): 0.237, atom 62 (H): 0.409, atom 63 (H): 0.484, atom 64 (H): 0.523, atom 65 (H): 0.283, atom 66 (H): 0.662, atom 67 (H): 0.228, atom 68 (H): 0.414, atom 69 (H): 0.422, atom 70 (H): 0.406, atom 71 (H): 0.432

***

Last place for stability: model ii

***

Model i:
# C4H16N2O2

A cluster of 3 separate species, C4H16N2O2 in total (the ωB97M-V functional and the def2-TZVPD basis, OMol25).

```
24
C4H16N2O2 the ωB97M-V functional and the def2-TZVPD basis
C 0.638 -1.729 0.536
C 1.130 -0.330 0.900
C 1.219 0.618 -0.316
C 1.100 3.022 -0.681
N 0.688 1.915 0.001
N -0.854 -1.813 0.421
H 1.056 -2.041 -0.396
H 0.985 -2.519 1.203
H 0.429 0.043 1.641
H 2.094 -0.414 1.393
H 2.292 0.701 -0.510
H 0.734 0.143 -1.170
H 1.869 3.113 -1.430
H 0.750 4.005 -0.392
H 0.154 1.926 0.845
H -1.210 -0.967 -0.032
H -1.241 -1.895 1.350
H -1.124 -2.552 -0.229
H -2.293 0.525 2.314
H -2.661 1.333 1.118
O -1.948 0.765 1.443
H -0.658 -1.487 -3.120
H -2.043 -1.262 -2.538
O -1.105 -1.102 -2.348
```

For the HOMO energy (spin up / spin down), the calculation gives -8.6092 / -12.9996 eV. The gap between HOMO and LUMO (spin up / spin down) comes out at 5.27 / 9.66 eV. The LUMO energy (spin up / spin down) comes out at -3.33 / -3.34 eV. As for the charge: +1. The spin multiplicity is 2.

And the Mulliken charges, in e, turn out to be: atom 1 (C): -0.842, atom 2 (C): -0.647, atom 3 (C): -0.399, atom 4 (C): -0.696, atom 5 (N): -0.067, atom 6 (N): -0.204, atom 7 (H): 0.375, atom 8 (H): 0.442, atom 9 (H): 0.333, atom 10 (H): 0.397, atom 11 (H): 0.404, atom 12 (H): 0.161, atom 13 (H): 0.311, atom 14 (H): 0.282, atom 15 (H): 0.165, atom 16 (H): 0.267, atom 17 (H): 0.347, atom 18 (H): 0.372, atom 19 (H): 0.300, atom 20 (H): 0.290, atom 21 (O): -0.594, atom 22 (H): 0.309, atom 23 (H): 0.307, atom 24 (O): -0.613

***

Model ii:
# C4H16N2O2

A cluster of 3 separate species, C4H16N2O2 in total (the ωB97M-V functional and the def2-TZVPD basis, OMol25).

```
24
C4H16N2O2 the ωB97M-V functional and the def2-TZVPD basis
C 0.875 -1.561 -0.820
C 1.426 -1.124 0.535
C 1.809 0.361 0.608
C 0.757 2.440 -0.107
N 0.678 1.246 0.552
N -0.429 -2.286 -0.679
H 0.677 -0.711 -1.473
H 1.606 -2.217 -1.293
H 0.666 -1.350 1.295
H 2.318 -1.650 0.845
H 2.374 0.516 1.531
H 2.389 0.545 -0.289
H 1.596 2.744 -0.695
H -0.131 2.983 -0.353
H -0.135 0.968 1.071
H -0.294 -3.151 -0.161
H -0.866 -2.455 -1.579
H -1.094 -1.719 -0.098
H -2.342 -0.890 1.667
H -2.371 0.151 0.549
O -1.782 -0.500 0.976
H -2.894 1.643 -1.398
H -1.369 2.014 -1.207
O -2.126 1.564 -0.816
```

For the HOMO energy (spin up / spin down), the calculation gives -9.1857 / -13.4106 eV. The gap between HOMO and LUMO (spin up / spin down) comes out at 5.92 / 10.14 eV. The LUMO energy (spin up / spin down) comes out at -3.26 / -3.27 eV. As for the charge: +1. The spin multiplicity is 2.

And the Mulliken charges, in e, turn out to be: atom 1 (C): -0.614, atom 2 (C): -0.556, atom 3 (C): -0.848, atom 4 (C): -0.963, atom 5 (N): 0.014, atom 6 (N): -0.158, atom 7 (H): 0.364, atom 8 (H): 0.344, atom 9 (H): 0.311, atom 10 (H): 0.415, atom 11 (H): 0.346, atom 12 (H): 0.412, atom 13 (H): 0.266, atom 14 (H): 0.516, atom 15 (H): 0.194, atom 16 (H): 0.394, atom 17 (H): 0.392, atom 18 (H): 0.239, atom 19 (H): 0.290, atom 20 (H): 0.307, atom 21 (O): -0.649, atom 22 (H): 0.283, atom 23 (H): 0.312, atom 24 (O): -0.613

***

Last place for stability: model i